The following is a DFT calculation (ωB97M-V/def2-TZVPD) of a structure of composition C36H41AsBr2N5O2PbS2 at a distorted geometry.

Output
charge	+1
LUMO level	-3.90	eV
HOMO level	-10.3061	eV
E	-10193.384637	Eh

Last column: Mulliken charge in e.
CARTESIAN COORDINATES (ANGSTROEM)
Pb 12.57 12.30 11.86  1.4248
C 13.91 15.54 6.72  -1.5090
C 13.05 15.05 7.81  0.9981
N 13.38 15.72 9.01  -0.3078
N 14.53 15.69 9.36  0.1905
C 14.63 16.47 10.58  0.3186
S 14.25 16.04 12.05  -0.2685
S 15.19 17.99 9.92  -0.0591
C 15.77 19.05 11.39  -1.3498
C 17.12 18.77 11.95  1.0454
C 17.18 18.56 13.36  -0.3230
C 18.43 18.51 14.02  -0.6904
C 19.56 18.53 13.26  -0.3911
C 19.51 18.70 11.88  -0.5769
C 18.29 18.92 11.22  -0.3727
C 12.08 14.14 7.79  0.3646
C 11.83 13.43 6.55  -0.8792
C 10.98 12.39 6.37  -1.0836
C 10.20 12.02 7.54  -0.3816
C 10.47 12.53 8.78  -0.4900
C 11.50 13.52 9.01  0.9841
O 11.91 13.85 10.16  -0.8524
H 13.53 15.45 5.75  0.5628
H 14.15 16.60 6.83  0.3591
H 14.83 14.99 6.84  0.2869
H 15.78 20.00 10.86  0.5138
H 14.99 19.05 12.15  0.4599
H 16.22 18.42 13.90  0.2508
H 18.38 18.35 15.08  0.3958
H 20.51 18.46 13.73  0.4506
H 20.52 18.84 11.45  0.3635
H 18.19 19.31 10.20  0.3718
H 12.39 13.72 5.68  0.2007
H 10.93 11.94 5.45  0.6559
H 9.44 11.29 7.41  0.4527
H 9.87 12.33 9.67  0.5239
Br 16.47 13.06 8.36  -0.1378
C 16.56 13.31 10.18  0.6165
C 17.74 13.82 10.69  -0.3871
C 17.98 13.78 12.06  -0.2978
Br 19.75 14.27 12.68  -0.2146
C 16.96 13.52 12.97  1.7035
C 17.09 13.63 14.34  -1.0293
C 16.02 13.35 15.11  -0.8199
C 14.88 12.85 14.51  -0.7441
N 14.70 12.75 13.21  -0.0975
C 15.74 13.07 12.39  -0.2624
C 15.54 12.94 11.01  -0.8194
O 14.36 12.46 10.60  -0.4222
H 18.52 14.16 10.06  0.6179
H 18.04 13.82 14.72  0.5735
H 16.03 13.48 16.22  0.3994
H 13.99 12.60 15.08  0.5150
C 15.90 9.50 10.71  -0.5731
C 15.00 8.47 11.37  -0.8147
As 14.03 9.11 13.05  0.0475
C 15.70 9.41 14.19  -0.3279
C 16.60 8.21 14.32  -1.2764
C 13.56 7.23 13.85  -0.6832
C 12.34 6.48 13.14  -1.0389
H 16.61 9.03 10.00  0.4025
H 16.50 10.01 11.46  0.2427
H 15.43 10.28 10.20  -0.2667
H 15.53 7.55 11.64  0.6539
H 14.24 8.22 10.68  0.5267
H 15.38 9.77 15.10  0.6803
H 16.17 10.27 13.74  -0.0684
H 16.08 7.28 14.51  0.2246
H 17.39 8.39 15.01  0.4487
H 17.06 7.94 13.31  0.2214
H 13.36 7.47 14.88  0.4869
H 14.54 6.67 13.81  0.2857
H 11.41 7.14 13.14  0.2103
H 11.99 5.59 13.68  0.3960
H 12.50 6.32 12.09  0.2796
C 14.12 9.82 6.81  -1.1697
C 13.39 9.69 8.14  0.4524
C 12.49 8.75 8.66  -1.0989
C 11.96 9.25 9.80  -0.3080
N 12.54 10.48 10.02  0.0860
N 13.30 10.74 9.00  2.1405
C 10.99 8.81 10.81  -1.0795
H 14.50 8.77 6.54  0.3811
H 15.02 10.35 7.12  0.2651
H 13.58 10.41 6.10  0.1703
H 12.27 7.85 8.09  0.5052
H 13.87 11.60 9.16  -0.7534
H 10.83 7.71 10.67  0.3926
H 10.05 9.36 10.58  0.2294
H 11.47 8.95 11.81  -0.1034